340
Properties=species:S:1:pos:R:3 method="wB97M-V/def2-TZVPD" e_homo_ev=-8.48 charge=0 spin_multiplicity=1 orbital_gap_ev=8.999 e_above_lowest_kcal_mol=134.5 max_force_ev_per_a=4.1 total_energy_ha=-5779.368974
C 0.1053 -28.7478 12.4427
C 0.6641 -29.8301 13.4166
C 0.4215 -29.5313 14.8729
O 1.0194 -28.3039 15.3552
C 2.3347 -28.5657 15.7551
N 0.2013 -31.1775 13.1436
H 0.2083 -29.0497 11.3823
H 0.5959 -27.8215 12.6655
H -0.9268 -28.5444 12.6399
H 1.7283 -29.8809 13.1533
H 0.6961 -30.3596 15.4851
H -0.6885 -29.4386 14.9883
H 2.9824 -28.9722 14.9752
H 2.2975 -29.3033 16.6024
H 2.8443 -27.6835 16.1318
H -0.7959 -31.2484 13.0140
H 0.6427 -31.6893 12.3631
C 12.7489 -24.3015 16.4018
C 13.4383 -23.8006 17.6709
C 12.3329 -23.9247 18.7898
O 11.2048 -23.2090 18.5126
C 11.0566 -22.0736 19.3698
N 14.6189 -24.5890 18.0226
H 12.2832 -25.3039 16.5909
H 13.4279 -24.4613 15.5159
H 11.9288 -23.6391 16.2357
H 13.7302 -22.7400 17.5276
H 12.8029 -23.6525 19.7740
H 12.0868 -25.0180 18.8622
H 10.1698 -21.4365 19.1405
H 11.9353 -21.3972 19.3061
H 10.9747 -22.3970 20.4279
H 14.3987 -25.5906 18.1258
H 15.0044 -24.2546 18.8720
C 4.2725 -31.9671 13.4519
C 5.7428 -31.6308 13.6637
C 5.8628 -30.8495 15.0039
O 5.7299 -31.7446 16.1731
C 5.9002 -31.1310 17.3647
N 6.6465 -32.7734 13.5491
H 3.9892 -32.7156 14.1903
H 4.1602 -32.3996 12.4377
H 3.6806 -31.0919 13.6135
H 6.0519 -30.8970 12.8797
H 5.1004 -30.0766 15.0742
H 6.8959 -30.4430 14.9273
H 6.0171 -31.8577 18.2020
H 5.1095 -30.3676 17.5384
H 6.8510 -30.6058 17.3969
H 6.5508 -33.3929 14.3064
H 7.6331 -32.5669 13.5450
C 8.7051 -27.5626 10.1179
C 8.7064 -28.2495 11.5284
C 9.5552 -29.4455 11.6342
O 9.3751 -30.3069 10.5326
C 8.2420 -31.1020 10.5811
N 9.2658 -27.2477 12.5093
H 9.6457 -27.0610 9.9617
H 7.9654 -26.7363 10.0133
H 8.4451 -28.1963 9.2490
H 7.7195 -28.3917 11.9818
H 9.3576 -30.1201 12.5087
H 10.5562 -29.0832 11.6138
H 7.9981 -31.5852 9.6705
H 7.3357 -30.5734 10.8582
H 8.3206 -32.0108 11.2370
H 8.5586 -26.5126 12.6525
H 10.0973 -26.8148 12.1082
C 6.6099 -20.1804 19.9603
C 6.6784 -20.6673 21.4233
C 6.5181 -19.4937 22.4018
O 7.6200 -18.5431 22.1658
C 7.3957 -17.3572 23.0110
N 5.7200 -21.7596 21.6459
H 6.9641 -20.8968 19.2184
H 7.1567 -19.2667 19.9490
H 5.5446 -20.0962 19.7351
H 7.6564 -21.0654 21.6312
H 6.6451 -19.8683 23.4412
H 5.5436 -19.0313 22.3841
H 7.6168 -17.5822 24.0672
H 6.3708 -17.0095 22.9676
H 8.0959 -16.6522 22.6197
H 4.7738 -21.3601 21.5007
H 5.7036 -22.1745 22.5753
C 16.1938 -29.3643 14.8709
C 15.3777 -28.7271 15.9779
C 15.0778 -29.7442 17.0484
O 14.2913 -30.7210 16.4451
C 13.8810 -31.7221 17.3221
N 16.0968 -27.5473 16.5833
H 16.6302 -28.6451 14.1147
H 15.5157 -30.0960 14.3635
H 17.0132 -29.9082 15.3940
H 14.4081 -28.3899 15.6282
H 14.5937 -29.1321 17.8325
H 16.0454 -30.1225 17.4410
H 13.3751 -32.4589 16.7003
H 13.1456 -31.3881 18.1099
H 14.7124 -32.2917 17.6945
H 15.8492 -26.7682 15.9763
H 17.1018 -27.6308 16.7096
C 11.6714 -27.9689 17.2384
C 11.5300 -28.9992 16.0960
C 10.0423 -29.4898 15.9609
O 9.3422 -30.0210 17.0345
C 9.8973 -31.1905 17.6051
N 11.9227 -28.4539 14.7864
H 12.7230 -27.7614 17.3168
H 11.1811 -28.1954 18.1589
H 11.2861 -27.0188 16.8750
H 12.2004 -29.8283 16.1257
H 10.2008 -30.1548 15.0599
H 9.5482 -28.5955 15.6261
H 10.9724 -31.0005 17.7107
H 9.6204 -32.0811 17.0084
H 9.4842 -31.2200 18.6392
H 11.2230 -27.8302 14.3456
H 12.2762 -29.1765 14.1053
C 6.0253 -27.3219 17.6571
C 6.2434 -27.7679 19.1090
C 7.6825 -27.3814 19.5276
O 7.8822 -25.9755 19.3623
C 9.2590 -25.6919 19.1215
N 5.2042 -27.3929 20.0928
H 5.8280 -26.2374 17.6724
H 5.2409 -27.9267 17.2892
H 7.0417 -27.4668 17.1522
H 6.3228 -28.8500 19.0790
H 8.4415 -27.8371 18.8559
H 8.0525 -27.6795 20.5631
H 9.8750 -26.1322 19.8703
H 9.3693 -24.6201 19.2186
H 9.6792 -25.9474 18.1465
H 5.1917 -26.3440 20.1081
H 5.5533 -27.7868 21.0306
C 5.0174 -30.5145 22.4062
C 5.3808 -29.3084 23.2843
C 5.7836 -29.9425 24.6543
O 6.8965 -30.8807 24.4729
C 7.5123 -31.2643 25.6935
N 6.4511 -28.4999 22.7184
H 5.7442 -31.3016 22.3999
H 4.8538 -30.1584 21.3442
H 3.9996 -30.8961 22.7598
H 4.5076 -28.7321 23.4970
H 4.9178 -30.4619 25.1515
H 6.1132 -29.1962 25.3426
H 6.9441 -31.9689 26.3444
H 7.7081 -30.3300 26.2470
H 8.3807 -31.8170 25.4132
H 6.7612 -27.8306 23.4190
H 7.1984 -29.0981 22.5090
C 3.5628 -29.5398 29.9943
C 3.4236 -28.8241 28.6680
C 2.7830 -29.5959 27.5690
O 3.0054 -29.0529 26.2734
C 2.1025 -29.3839 25.3003
N 2.7748 -27.5206 28.9321
H 3.9695 -28.8991 30.7275
H 4.2013 -30.4528 29.9168
H 2.6218 -29.8670 30.5385
H 4.4447 -28.5807 28.3419
H 1.7262 -29.6748 27.8364
H 3.1001 -30.6457 27.5328
H 2.4916 -28.8420 24.4563
H 1.0452 -29.0779 25.5613
H 2.1425 -30.4332 25.1854
H 2.4577 -26.9443 28.1264
H 1.9933 -27.8099 29.4152
C 2.0094 -27.2276 18.9796
C 1.6261 -28.3013 19.9724
C 1.5833 -29.7056 19.3183
O 1.0847 -30.5233 20.3362
C 0.8065 -31.8612 19.8469
N 2.5961 -28.1960 21.0806
H 1.8004 -26.3141 19.4771
H 1.3996 -27.2581 18.0812
H 3.0991 -27.3301 18.8315
H 0.6449 -28.0568 20.4823
H 2.5497 -30.0247 18.9924
H 0.9058 -29.6817 18.4192
H 0.2082 -32.4399 20.5550
H 1.7798 -32.3872 19.7349
H 0.2136 -31.8653 18.8781
H 2.4977 -29.1184 21.4905
H 3.5104 -28.0788 20.6922
C 4.5833 -27.4273 13.6234
C 4.8501 -26.7574 12.3065
C 4.0331 -27.4790 11.2063
O 4.4554 -28.8331 11.0238
C 3.5252 -29.5759 10.3828
N 4.4346 -25.3809 12.2305
H 5.2198 -27.0533 14.4374
H 4.6183 -28.5055 13.5296
H 3.5658 -27.2421 13.8804
H 5.8950 -26.8579 12.0679
H 4.1520 -26.9336 10.3032
H 2.9723 -27.5121 11.5368
H 2.6217 -29.6763 10.9891
H 3.9694 -30.4781 10.1249
H 3.2910 -29.0356 9.4444
H 5.2972 -24.8277 12.3430
H 3.8738 -25.0693 13.0101
C 0.8404 -23.7191 13.3452
C 0.7386 -24.7999 14.5016
C 1.8642 -24.4987 15.5272
O 3.1129 -24.8636 15.0923
C 4.0992 -24.5186 16.0370
N -0.5948 -24.7966 15.1370
H -0.0090 -24.0668 12.7682
H 1.6789 -23.7789 12.6417
H 0.7037 -22.7133 13.6472
H 0.9744 -25.7893 14.0848
H 1.6230 -24.9351 16.4971
H 1.8974 -23.4269 15.6399
H 4.0629 -23.4211 16.2562
H 5.1338 -24.7863 15.6431
H 3.8594 -25.1434 16.9150
H -0.5311 -25.5821 15.8310
H -1.2293 -25.0441 14.4191
C 0.1487 -21.2468 19.7613
C 0.4362 -22.2609 18.6157
C 1.3460 -23.3393 19.2396
O 2.5255 -22.7708 19.6947
C 3.5092 -23.7476 19.9191
N -0.7879 -22.9217 18.1326
H 0.9973 -20.5786 19.9209
H 0.0214 -21.7669 20.7650
H -0.6181 -20.5547 19.5547
H 1.0205 -21.8966 17.8048
H 1.4820 -24.1035 18.4734
H 0.7744 -23.7785 20.0525
H 3.4623 -24.5925 19.2050
H 3.4202 -24.1571 20.9222
H 4.5236 -23.2987 19.8212
H -1.5756 -22.3623 18.5064
H -0.9254 -22.9452 17.1249
C 7.5580 -23.5058 16.7217
C 7.7057 -24.1808 15.3489
C 8.8206 -23.4884 14.5183
O 8.8625 -24.2601 13.3461
C 9.9148 -23.8002 12.5359
N 8.0614 -25.6060 15.5270
H 8.3658 -23.8504 17.3487
H 6.5544 -23.7733 17.2016
H 7.6519 -22.3776 16.6552
H 6.7812 -24.2237 14.7889
H 9.7320 -23.4475 15.1361
H 8.5743 -22.4318 14.3164
H 9.6923 -22.8385 12.1115
H 9.9710 -24.4146 11.6497
H 10.8918 -23.8332 13.0729
H 8.8146 -25.7097 16.1886
H 8.3602 -25.9524 14.6360
C 12.9186 -27.3228 26.5611
C 11.7496 -26.2961 26.7283
C 11.5416 -25.3873 25.5036
O 11.2298 -26.1999 24.3554
C 10.7817 -25.3655 23.3321
N 10.5132 -26.9714 27.1446
H 13.1225 -27.5924 27.5910
H 13.5953 -26.7698 25.9491
H 12.5575 -28.1876 25.9965
H 12.0545 -25.5409 27.5489
H 12.4164 -24.7489 25.4152
H 10.7081 -24.7267 25.7137
H 10.3346 -26.0275 22.6121
H 11.5105 -24.7247 22.7351
H 9.8841 -24.8362 23.7016
H 10.5159 -27.3858 28.0562
H 10.3936 -27.7515 26.4582
C 13.6944 -27.7219 20.5860
C 12.9396 -27.3020 21.8200
C 11.9061 -28.5258 22.1941
O 10.9286 -28.6022 21.2171
C 10.6849 -29.9633 20.6952
N 13.8720 -27.0551 22.9174
H 13.0038 -27.7699 19.7415
H 14.3202 -28.6516 20.8121
H 14.3956 -26.9756 20.1919
H 12.4128 -26.3553 21.6010
H 11.5345 -28.4153 23.2252
H 12.3929 -29.4939 22.1513
H 11.2664 -30.1571 19.8041
H 9.6777 -30.0649 20.4437
H 10.9552 -30.6728 21.5797
H 14.5980 -27.7343 22.8844
H 13.4725 -27.0940 23.8427
C 0.8853 -26.0754 24.2596
C 1.9248 -25.1766 23.5459
C 2.3491 -23.9049 24.2917
O 3.1026 -23.0463 23.3997
C 2.3236 -22.0097 22.9354
N 3.0593 -26.1557 23.5242
H -0.0988 -25.5335 24.4663
H 1.3973 -26.3600 25.1958
H 0.7754 -26.9740 23.6295
H 1.5708 -24.8528 22.5328
H 3.0642 -24.1252 25.0743
H 1.5145 -23.3497 24.6625
H 2.7281 -21.7220 21.9553
H 2.3535 -21.1784 23.6436
H 1.2543 -22.2005 22.6999
H 3.8556 -25.7078 23.1187
H 2.8117 -26.9960 22.9844
C 15.5572 -21.8499 22.3621
C 14.7084 -23.0098 22.7931
C 13.3971 -22.5577 23.3533
O 13.5939 -21.9112 24.5890
C 12.4451 -21.5783 25.2428
N 14.3567 -23.8135 21.6070
H 16.5763 -22.0360 22.0336
H 15.6513 -21.0467 23.1862
H 15.0578 -21.4495 21.4809
H 15.1987 -23.5943 23.5976
H 12.6925 -23.3847 23.4163
H 12.7594 -21.9378 22.6473
H 12.6426 -21.0198 26.1700
H 11.9203 -22.4837 25.5246
H 11.8282 -20.9145 24.5761
H 15.0697 -23.8965 20.9773
H 14.2061 -24.7940 21.9581
C 7.0118 -24.7674 26.3056
C 6.2931 -25.2312 25.0409
C 7.0764 -25.3823 23.7695
O 7.6195 -24.1433 23.2939
C 7.9938 -24.3448 21.9284
N 5.5781 -26.4679 25.2957
H 7.6490 -25.5903 26.5794
H 6.2999 -24.7063 27.1916
H 7.6091 -23.8794 26.0116
H 5.4547 -24.5469 24.7650
H 6.4262 -25.7966 22.9224
H 7.9290 -26.0988 23.8088
H 7.0753 -24.5187 21.3144
H 8.7634 -25.1181 21.8218
H 8.4163 -23.4424 21.5574
H 4.6305 -26.3750 24.8976
H 5.4404 -26.6807 26.2576

***

10
Properties=species:S:1:pos:R:3 method="wB97M-V/def2-TZVPD" e_homo_ev="-11.34 / -10.60" charge=0 spin_multiplicity=1 orbital_gap_ev="9.589 / 8.797" e_above_lowest_kcal_mol=116.9 max_force_ev_per_a=2.8 total_energy_ha=-756.489909
C -0.5358 1.8860 -0.3356
C 0.6701 -1.2146 0.5330
N -1.3432 1.5505 0.5071
O 1.6169 1.1269 1.2344
O 2.6484 0.0082 -0.7620
O 0.4576 1.0731 -0.8806
S 1.5533 0.3061 0.0846
H -0.2066 2.8602 -0.6527
H 0.1625 -1.1136 1.4693
H 0.6457 -1.9738 -0.2978

***

9
Properties=species:S:1:pos:R:3 method="wB97M-V/def2-TZVPD" e_homo_ev=-8.66 charge=0 spin_multiplicity=1 orbital_gap_ev=7.942 e_above_lowest_kcal_mol=84.8 max_force_ev_per_a=6.8 total_energy_ha=-589.989477
C 1.0551 0.1924 0.1064
C -0.4194 0.1886 -0.2838
C -1.1483 -0.9674 0.0018
H 0.6923 1.9492 -0.0169
H -1.2135 1.0972 -0.4687
H -0.6471 -1.9309 0.9525
H -2.1339 -0.9366 -0.2176
O 1.5778 1.4094 0.0602
S 2.2369 -1.0021 -0.1339

***

24
Properties=species:S:1:pos:R:3 method="wB97M-V/def2-TZVPD" e_homo_ev=-8.56 charge=0 spin_multiplicity=1 orbital_gap_ev=9.146 e_above_lowest_kcal_mol=37.7 max_force_ev_per_a=1.2 total_energy_ha=-790.043920
C -1.8969 -1.5368 1.0900
C -1.8529 -0.5886 2.0985
C -1.9480 -1.1371 -0.2369
C -1.8568 0.7571 1.7827
C -1.9531 0.2057 -0.5619
C -1.9066 1.1635 0.4500
C -1.9093 3.7134 -0.1193
C -1.9059 2.5407 0.1281
C 2.1904 -0.8929 1.1064
O 1.0608 2.1870 -0.1078
O 2.7792 0.3730 1.1781
Si 2.3035 1.8150 0.6546
H -1.8965 -2.5917 1.3302
H -1.8200 -0.8981 3.1347
H -1.9858 -1.8795 -1.0210
H -1.8245 1.5049 2.5615
H -1.9916 0.5246 -1.5932
H 1.1795 -0.0922 -4.7921
H -1.8849 4.7371 -0.3364
H 1.1238 -0.8489 1.3362
H 2.6937 -1.5404 1.8251
H 2.3155 -1.3021 0.1020
H 3.4333 2.5645 1.1357
H 1.4293 -0.5693 -4.2321